Entry 1:
DFT (ωB97M-V/def2-TZVPD) results for a cluster of 15 separate species, C78H138O12S4 in total at a distorted geometry.

Last column: Löwdin charge in e.
Atoms and positions in Å:
O -1.87 7.11 -3.57  -0.276
S -0.61 6.52 -3.16  0.642
O -0.08 6.52 -1.80  -0.306
O -0.67 4.99 -3.72  -0.273
C 0.21 3.99 -3.28  -0.269
C 0.33 2.87 -4.39  -0.025
C 0.72 7.18 -4.24  -0.089
H -0.03 3.54 -2.32  0.106
H 1.17 4.49 -3.15  0.097
H -0.66 2.49 -4.66  0.070
H 0.97 2.10 -3.95  0.060
H 0.98 3.22 -5.19  0.074
H 1.02 8.10 -3.75  0.068
H 0.32 7.41 -5.23  0.069
H 1.47 6.40 -4.36  0.059
O 1.69 4.90 4.59  -0.321
S 1.86 6.23 3.94  0.695
O 2.62 7.30 4.53  -0.288
O 2.46 6.01 2.39  -0.262
C 1.60 5.34 1.43  -0.315
C 2.32 5.36 0.16  -0.079
C 0.16 6.92 3.47  -0.089
H 0.63 5.78 1.21  0.099
H 1.43 4.31 1.75  0.112
H 2.46 6.39 -0.18  0.093
H 1.75 4.85 -0.61  0.066
H 3.30 4.88 0.25  0.075
H 0.28 7.62 2.65  0.068
H -0.22 7.45 4.34  0.067
H -0.47 6.12 3.08  0.049
O 7.67 -1.29 1.25  -0.314
S 7.08 -2.41 0.52  0.674
O 6.83 -2.36 -0.94  -0.299
O 7.95 -3.75 0.81  -0.256
C 8.59 -3.94 2.05  -0.269
C 9.86 -4.83 1.94  -0.067
C 5.49 -2.83 1.42  -0.086
H 7.92 -4.37 2.79  0.122
H 9.05 -3.02 2.40  0.110
H 10.65 -4.61 1.22  0.079
H 9.63 -5.88 1.83  0.070
H 10.48 -4.78 2.83  0.074
H 5.61 -2.88 2.50  0.053
H 5.19 -3.81 1.04  0.070
H 4.75 -2.07 1.16  0.036
O 1.24 -5.51 5.97  -0.307
S 1.62 -4.09 6.18  0.699
O 2.61 -3.68 7.17  -0.300
O 2.05 -3.55 4.66  -0.258
C 3.08 -2.62 4.51  -0.304
C 2.75 -1.73 3.35  -0.077
C 0.14 -3.04 6.33  -0.099
H 4.03 -3.10 4.31  0.110
H 3.26 -2.03 5.41  0.103
H 1.78 -1.23 3.49  0.076
H 2.53 -2.22 2.41  0.070
H 3.54 -1.03 3.07  0.063
H 0.44 -2.04 6.04  0.050
H -0.27 -3.07 7.34  0.074
H -0.55 -3.42 5.58  0.067
C 6.38 1.41 -0.48  -0.087
C 5.44 1.09 -1.47  -0.078
C 4.85 2.12 -2.19  -0.104
C 5.24 3.46 -2.05  -0.099
C 6.19 3.74 -1.09  -0.102
C 6.73 2.73 -0.31  -0.096
H 6.86 0.68 0.15  0.077
H 5.15 0.06 -1.53  0.085
H 4.10 1.88 -2.93  0.091
H 5.00 4.24 -2.75  0.098
H 6.47 4.77 -0.94  0.101
H 7.36 3.01 0.52  0.106
C 1.98 1.29 5.22  -0.068
C 2.23 0.60 6.41  -0.093
C 1.25 0.45 7.41  -0.084
C -0.03 0.95 7.15  -0.105
C -0.30 1.62 5.97  -0.107
C 0.67 1.78 4.99  -0.081
H 2.75 1.31 4.46  0.082
H 3.22 0.27 6.66  0.093
H 1.43 0.06 8.40  0.102
H -0.75 0.88 7.95  0.095
H -1.27 2.08 5.87  0.099
H 0.57 2.18 3.99  0.085
C 5.43 2.89 5.61  -0.087
C 4.90 3.65 4.58  -0.093
C 4.92 3.12 3.31  -0.093
C 5.32 1.83 3.03  -0.103
C 5.85 1.08 4.07  -0.094
C 5.92 1.59 5.39  -0.075
H 5.41 3.39 6.56  0.101
H 4.57 4.66 4.74  0.099
H 4.55 3.75 2.51  0.096
H 5.23 1.35 2.07  0.074
H 6.16 0.04 4.01  0.090
H 6.32 0.90 6.12  0.095
C -3.67 5.42 0.58  -0.063
C -2.41 4.98 0.12  -0.057
C -1.76 3.95 0.82  -0.103
C -2.33 3.29 1.89  -0.086
C -3.57 3.75 2.35  -0.102
C -4.24 4.74 1.65  -0.099
H -4.22 6.14 -0.01  0.104
H -2.16 5.40 -0.84  0.075
H -0.77 3.58 0.59  0.072
H -1.76 2.60 2.50  0.085
H -4.00 3.45 3.30  0.096
H -5.18 5.02 2.10  0.101
C -3.96 0.26 -8.67  -0.080
C -3.12 0.56 -7.58  -0.071
C -3.62 1.17 -6.40  -0.095
C -4.82 1.77 -6.44  -0.121
C -5.64 1.58 -7.53  -0.098
C -5.23 0.81 -8.61  -0.097
H -3.66 -0.39 -9.47  0.093
H -2.10 0.19 -7.62  0.086
H -3.03 1.36 -5.52  0.087
H -5.09 2.41 -5.62  0.109
H -6.61 2.03 -7.46  0.103
H -5.98 0.63 -9.36  0.101
C -7.33 -0.21 -0.44  -0.097
C -8.14 0.40 0.45  -0.116
C -7.61 1.25 1.43  -0.073
C -6.22 1.37 1.57  -0.097
C -5.37 0.77 0.68  -0.099
C -5.89 -0.07 -0.34  -0.067
H -7.77 -0.81 -1.22  0.101
H -9.20 0.25 0.34  0.103
H -8.23 1.69 2.19  0.097
H -5.81 1.93 2.39  0.083
H -4.31 0.97 0.68  0.084
H -5.18 -0.41 -1.08  0.086
C 2.62 -1.88 -1.35  -0.104
C 2.68 -3.29 -1.90  -0.262
C 1.47 -3.87 -2.65  -0.170
C 1.03 -3.10 -3.97  -0.201
C 2.16 -3.08 -5.00  -0.251
C 1.61 -2.33 -6.26  -0.107
H 3.50 -1.51 -0.83  0.047
H 1.78 -1.90 -0.65  0.052
H 2.26 -1.10 -2.02  0.065
H 3.57 -3.33 -2.53  0.097
H 2.99 -3.91 -1.06  0.099
H 0.74 -4.17 -1.89  0.079
H 1.78 -4.83 -3.08  0.101
H 0.13 -3.59 -4.34  0.105
H 0.79 -2.04 -3.86  0.082
H 2.97 -2.43 -4.68  0.100
H 2.60 -4.04 -5.27  0.111
H 2.50 -2.04 -6.81  0.066
H 0.93 -2.93 -6.86  0.055
H 1.05 -1.43 -6.01  0.061
C -2.78 -0.22 3.58  -0.085
C -3.97 -0.12 4.56  -0.243
C -3.66 -0.75 5.90  -0.232
C -4.69 -0.52 7.03  -0.234
C -4.30 -1.16 8.35  -0.273
C -4.31 -2.67 8.36  -0.103
H -1.80 0.15 3.91  0.054
H -3.13 0.39 2.75  0.038
H -2.61 -1.22 3.19  0.060
H -4.20 0.93 4.78  0.096
H -4.87 -0.54 4.12  0.107
H -2.67 -0.47 6.24  0.096
H -3.57 -1.83 5.76  0.106
H -4.89 0.55 7.10  0.108
H -5.68 -0.91 6.78  0.110
H -3.30 -0.73 8.43  0.092
H -4.83 -0.68 9.17  0.105
H -3.48 -3.04 7.76  0.059
H -4.25 -3.09 9.37  0.068
H -5.19 -3.18 7.97  0.075
C -0.95 -5.85 0.76  -0.103
C -0.77 -4.29 0.81  -0.250
C -1.94 -3.30 0.34  -0.136
C -3.31 -3.65 1.15  -0.213
C -4.42 -2.78 0.75  -0.309
C -5.79 -3.22 1.29  -0.082
H -0.02 -6.41 0.85  0.066
H -1.21 -5.97 -0.30  0.063
H -1.72 -6.19 1.44  0.063
H -0.49 -4.11 1.84  0.086
H 0.13 -4.12 0.23  0.063
H -2.04 -3.44 -0.73  0.095
H -1.65 -2.28 0.59  0.078
H -3.55 -4.70 1.01  0.102
H -3.19 -3.54 2.23  0.106
H -4.30 -1.77 1.16  0.080
H -4.39 -2.58 -0.32  0.098
H -6.57 -2.57 0.88  0.050
H -6.05 -4.25 1.03  0.071
H -5.84 -3.09 2.37  0.072
C -1.64 -4.02 -11.81  -0.127
C -2.66 -3.71 -10.74  -0.289
C -2.03 -3.19 -9.46  -0.231
C -3.02 -3.20 -8.29  -0.221
C -2.45 -2.84 -6.91  -0.275
C -3.45 -3.09 -5.81  -0.100
H -0.99 -3.17 -12.03  0.074
H -2.24 -4.19 -12.71  0.068
H -1.04 -4.91 -11.65  0.074
H -3.39 -3.03 -11.17  0.106
H -3.25 -4.61 -10.55  0.107
H -1.71 -2.16 -9.63  0.104
H -1.08 -3.71 -9.31  0.112
H -3.87 -2.55 -8.51  0.101
H -3.33 -4.24 -8.21  0.112
H -1.58 -3.48 -6.78  0.088
H -1.96 -1.86 -6.91  0.081
H -4.07 -3.99 -5.78  0.080
H -3.03 -2.82 -4.84  0.051
H -4.16 -2.26 -5.93  0.066
C 2.70 1.20 0.87  -0.101
C 1.39 1.28 0.05  -0.227
C 0.26 0.34 0.55  -0.169
C -0.96 0.32 -0.46  -0.189
C -0.78 -0.49 -1.79  -0.216
C -2.11 -0.58 -2.67  -0.088
H 3.46 1.92 0.59  0.060
H 3.14 0.20 0.92  0.050
H 2.45 1.35 1.92  0.058
H 1.02 2.30 0.17  0.070
H 1.72 1.17 -0.99  0.089
H -0.22 0.75 1.44  0.085
H 0.66 -0.63 0.82  0.088
H -1.85 0.02 0.08  0.079
H -1.26 1.33 -0.74  0.090
H -0.03 0.02 -2.39  0.075
H -0.42 -1.52 -1.68  0.076
H -2.74 0.30 -2.78  0.060
H -1.87 -0.86 -3.69  0.045
H -2.79 -1.35 -2.32  0.048

E_LUMO: 0.19 eV

Entry 2:
DFT (ωB97M-V/def2-TZVPD) results for a cluster of 9 separate species, C78H157N9O10 in total at a distorted geometry.

Last column: Löwdin charge in e.
Atoms and positions in Å:
O -4.57 7.61 1.91  0.069
N -4.96 6.71 1.20  -0.350
O -5.69 6.88 0.23  0.072
C -4.55 5.33 1.51  -0.151
C -4.27 5.01 2.82  -0.002
C -3.85 3.72 3.08  -0.072
C -3.75 2.77 2.10  -0.057
C -4.02 3.14 0.76  -0.058
C -4.42 4.42 0.47  -0.021
H -4.32 5.72 3.65  0.122
H -3.61 3.40 4.08  0.075
H -3.58 1.73 2.26  0.101
H -3.87 2.46 -0.09  0.115
H -4.55 4.77 -0.55  0.110
C 3.34 7.89 2.34  -0.025
C 1.86 7.36 2.34  -0.505
C 1.98 6.10 1.42  -0.032
C 1.48 6.95 3.76  -0.158
C 0.06 6.59 3.88  -0.163
C -0.82 7.77 3.31  -0.125
C -0.44 8.18 1.91  -0.495
C -0.88 6.99 0.99  -0.022
C -1.20 9.55 1.56  -0.005
N 0.99 8.38 1.86  -0.100
O 1.34 8.70 0.53  -0.024
H 3.54 8.40 1.40  0.075
H 3.54 8.64 3.15  0.092
H 4.00 7.07 2.59  0.068
H 2.14 6.47 0.42  0.079
H 2.84 5.54 1.80  0.076
H 1.06 5.47 1.36  0.055
H 2.13 6.09 3.96  0.122
H 1.78 7.65 4.54  0.127
H -0.19 5.69 3.30  0.093
H -0.24 6.46 4.91  0.098
H -0.75 8.66 3.99  0.136
H -1.89 7.61 3.26  0.101
H -0.55 6.03 1.30  0.028
H -0.41 7.13 -0.02  0.090
H -1.95 6.96 0.88  0.069
H -1.13 9.73 0.46  0.080
H -0.65 10.39 2.02  0.082
H -2.25 9.52 1.92  0.078
H 1.50 9.63 0.47  0.099
C -2.61 -4.11 2.41  -0.010
C -1.63 -4.44 3.61  -0.500
C -2.05 -3.56 4.81  -0.045
C -1.73 -5.96 4.02  -0.135
C -1.14 -6.95 3.02  -0.162
C 0.32 -6.50 2.92  -0.139
C 0.59 -5.00 2.53  -0.448
C 2.11 -4.75 2.81  -0.043
C 0.41 -4.83 1.00  -0.016
N -0.21 -4.19 3.47  -0.070
O 0.06 -2.82 3.09  -0.050
H -2.43 -3.06 2.10  0.075
H -2.35 -4.74 1.50  0.060
H -3.74 -4.32 2.59  0.117
H -3.06 -3.88 5.14  0.097
H -1.42 -3.56 5.66  0.076
H -2.29 -2.54 4.53  0.061
H -1.17 -5.94 4.99  0.129
H -2.75 -6.22 4.30  0.113
H -1.12 -7.98 3.47  0.132
H -1.74 -6.99 2.13  0.082
H 0.99 -7.13 2.29  0.122
H 0.71 -6.65 3.88  0.091
H 2.43 -5.00 3.82  0.078
H 2.41 -3.69 2.67  0.093
H 2.78 -5.36 2.15  0.074
H -0.22 -5.54 0.42  0.066
H 1.40 -4.89 0.52  0.076
H 0.06 -3.81 0.82  0.046
H -0.22 -2.22 3.81  0.099
C -1.78 3.20 8.23  -0.039
C -2.10 3.37 6.76  -0.531
C -2.56 4.82 6.59  -0.021
C -0.90 3.00 5.91  -0.108
C -0.59 1.47 5.91  -0.144
C -1.86 0.69 5.52  -0.114
C -3.14 1.09 6.36  -0.475
C -4.33 0.50 5.61  -0.046
C -3.12 0.47 7.81  -0.011
N -3.22 2.57 6.35  -0.099
O -4.37 2.87 7.13  -0.025
H -2.67 3.44 8.86  0.104
H -1.40 2.31 8.61  0.031
H -1.07 3.99 8.64  0.112
H -3.35 5.03 7.22  0.054
H -1.78 5.56 6.86  0.095
H -2.83 5.05 5.55  0.074
H -1.00 3.36 4.89  0.092
H 0.01 3.46 6.29  0.123
H 0.23 1.20 5.21  0.094
H -0.22 1.20 6.88  0.094
H -1.69 -0.32 5.73  0.081
H -2.03 0.87 4.44  0.112
H -4.14 -0.53 5.32  0.067
H -4.51 1.04 4.65  0.074
H -5.37 0.54 6.21  0.129
H -3.33 -0.61 7.82  0.086
H -3.90 0.99 8.32  0.071
H -2.13 0.55 8.22  0.054
H -5.01 3.17 6.50  0.094
C -2.91 2.16 -3.88  -0.007
C -2.32 3.23 -4.90  -0.464
C -1.84 2.42 -6.09  -0.063
C -3.35 4.22 -5.41  -0.107
C -3.85 5.19 -4.24  -0.141
C -2.62 5.94 -3.73  -0.161
C -1.46 5.07 -3.26  -0.475
C -0.22 6.02 -3.18  -0.028
C -1.74 4.39 -1.90  -0.015
N -1.14 4.02 -4.30  -0.045
O -0.17 3.12 -3.70  -0.056
H -2.18 1.99 -3.10  0.047
H -3.77 2.50 -3.39  0.043
H -3.19 1.20 -4.35  0.086
H -1.28 3.12 -6.75  0.097
H -1.12 1.63 -5.93  0.052
H -2.62 1.96 -6.70  0.090
H -2.81 4.89 -6.00  0.097
H -4.15 3.67 -5.86  0.113
H -4.49 5.96 -4.59  0.089
H -4.41 4.63 -3.43  0.111
H -2.96 6.59 -2.90  0.127
H -2.21 6.67 -4.42  0.115
H 0.67 5.57 -2.83  0.058
H -0.39 6.92 -2.63  0.066
H 0.01 6.33 -4.23  0.094
H -2.84 4.14 -1.82  0.064
H -1.52 5.10 -1.09  0.073
H -1.22 3.42 -1.78  0.057
H 0.57 3.26 -4.29  0.094
C -2.03 -4.37 -2.05  -0.019
C -1.73 -5.72 -2.75  -0.458
C -3.04 -6.10 -3.49  -0.030
C -0.63 -5.69 -3.75  -0.170
C -0.18 -7.03 -4.25  -0.194
C 0.16 -7.91 -3.11  -0.137
C -0.88 -8.06 -1.95  -0.505
C -2.07 -9.01 -2.37  -0.015
C -0.19 -8.63 -0.68  -0.024
N -1.35 -6.73 -1.67  -0.092
O -2.40 -6.86 -0.75  -0.061
H -1.13 -4.01 -1.59  0.062
H -2.39 -3.67 -2.87  0.104
H -2.79 -4.48 -1.30  0.069
H -3.65 -5.21 -3.69  0.072
H -2.91 -6.64 -4.46  0.090
H -3.71 -6.65 -2.77  0.091
H -0.84 -5.05 -4.59  0.089
H 0.27 -5.20 -3.41  0.115
H -0.98 -7.54 -4.85  0.118
H 0.57 -6.94 -5.01  0.104
H 1.15 -7.73 -2.69  0.116
H 0.25 -8.95 -3.52  0.130
H -1.75 -10.09 -2.26  0.101
H -2.32 -8.85 -3.39  0.054
H -2.93 -8.75 -1.75  0.069
H 0.57 -7.97 -0.18  0.097
H 0.14 -9.55 -0.99  0.036
H -1.07 -8.86 0.03  0.106
H -2.25 -6.32 0.02  0.054
C 4.20 -2.49 -2.12  -0.030
C 4.95 -2.56 -0.75  -0.493
C 4.75 -1.18 -0.04  -0.008
C 4.28 -3.73 0.06  -0.121
C 5.06 -4.14 1.28  -0.201
C 6.44 -4.54 0.82  -0.134
C 7.15 -3.37 0.07  -0.493
C 7.53 -2.36 1.16  -0.025
C 8.41 -3.91 -0.64  -0.041
N 6.32 -2.84 -1.02  -0.109
O 6.91 -1.70 -1.66  -0.021
H 4.40 -1.48 -2.56  0.087
H 4.43 -3.33 -2.78  0.083
H 3.14 -2.51 -1.88  0.053
H 3.67 -0.95 -0.05  0.036
H 5.09 -1.36 0.96  0.055
H 5.26 -0.31 -0.53  0.106
H 3.31 -3.33 0.28  0.085
H 4.16 -4.58 -0.65  0.139
H 5.21 -3.24 1.94  0.112
H 4.49 -4.79 1.96  0.083
H 6.32 -5.44 0.24  0.111
H 7.19 -4.82 1.61  0.138
H 6.86 -2.36 1.97  0.050
H 7.46 -1.37 0.74  0.080
H 8.52 -2.49 1.51  0.073
H 8.09 -4.57 -1.49  0.097
H 9.02 -4.59 0.01  0.096
H 8.99 -3.11 -1.06  0.067
H 7.31 -2.01 -2.48  0.110
C -0.68 -2.52 -8.13  -0.047
C 0.14 -2.55 -6.83  -0.499
C -0.93 -2.53 -5.70  -0.031
C 0.99 -3.81 -6.76  -0.142
C 2.10 -3.72 -5.74  -0.202
C 2.98 -2.55 -5.96  -0.157
C 2.16 -1.26 -5.91  -0.459
C 1.63 -0.94 -4.45  -0.021
C 3.05 -0.04 -6.29  -0.032
N 1.14 -1.43 -6.98  -0.048
O 0.44 -0.17 -6.98  -0.098
H 0.02 -2.45 -8.96  0.084
H -1.18 -3.55 -8.22  0.110
H -1.47 -1.77 -8.12  0.078
H -1.18 -1.46 -5.52  0.087
H -1.80 -3.10 -5.94  0.070
H -0.60 -2.85 -4.68  0.064
H 0.27 -4.59 -6.61  0.101
H 1.54 -4.00 -7.69  0.128
H 1.68 -3.69 -4.73  0.088
H 2.75 -4.66 -5.74  0.141
H 3.64 -2.64 -6.79  0.115
H 3.70 -2.60 -5.15  0.106
H 2.53 -0.61 -3.84  0.092
H 1.19 -1.82 -4.00  0.051
H 0.91 -0.14 -4.50  0.069
H 2.49 0.89 -6.59  0.089
H 3.65 -0.30 -7.14  0.069
H 3.68 0.36 -5.52  0.069
H 0.41 0.14 -7.95  0.146
C 1.87 1.26 2.30  -0.004
C 0.79 1.80 1.32  -0.444
C -0.15 2.81 2.04  -0.032
C 1.50 2.50 0.14  -0.112
C 2.02 1.45 -0.92  -0.124
C 0.78 0.70 -1.45  -0.123
C 0.09 -0.16 -0.35  -0.527
C -1.19 -0.66 -0.92  -0.034
C 0.96 -1.38 -0.05  -0.015
N -0.18 0.76 0.74  -0.057
O -0.79 0.07 1.86  -0.046
H 2.16 0.31 1.94  0.043
H 2.71 1.94 2.30  0.084
H 1.41 1.14 3.33  0.085
H -0.77 2.36 2.78  0.029
H 0.46 3.47 2.69  0.087
H -0.83 3.29 1.35  0.077
H 0.73 3.13 -0.46  0.130
H 2.30 3.15 0.47  0.098
H 2.52 1.91 -1.74  0.097
H 2.76 0.77 -0.45  0.082
H 0.99 0.11 -2.31  0.062
H -0.01 1.38 -1.89  0.113
H -1.72 -1.48 -0.43  0.082
H -0.94 -0.97 -1.96  0.098
H -1.94 0.07 -1.10  0.064
H 0.48 -2.13 0.53  0.029
H 1.86 -1.04 0.48  0.059
H 1.28 -1.87 -0.98  0.089
H -0.12 -0.64 2.08  0.081

E_LUMO: -0.16 eV

Q: E_LUMO of number 1 (C78H138O12S4)?
A: 0.19 eV